[1]
This record from the Open Molecules 2025 dataset describes a cluster of 10 separate species, C38H71Cl19N5O4S in total in a non-equilibrium geometry. The level of theory is the ωB97M-V functional and the def2-TZVPD basis.

Calculated values
- Molar mass: 1367.69 g mol⁻¹
- HOMO: -11.3 eV
- Energy: -11206.83397 hartree
- F_max: 2.2 eV/Å
- Spin multiplicity: 1
- Charge: +1
- LUMO level: -2.631 eV
- Orbital gap: 0.3192 Ha

```
138
Properties=species:S:1:pos:R:3:forces:R:3
C 9.13024 -0.03664 1.63767 -0.236 0.069 0.392
O 8.11444 -0.87772 2.17399 0.264 0.308 0.108
C 7.00801 -0.08109 2.53598 -0.562 -0.417 -0.166
C 5.77918 -0.94243 2.76393 0.043 0.052 -0.520
C 4.49473 -0.10258 2.63830 0.383 -0.575 -0.281
C 4.10193 -0.09863 1.15656 0.269 -0.132 0.958
N 2.81745 0.56695 0.87274 0.269 -0.676 -0.566
C 1.87089 -0.30333 0.14685 0.049 0.366 0.433
O 1.23263 -1.08753 1.10371 -0.416 0.203 -0.054
C 0.41684 -2.11739 0.51033 0.148 -0.469 0.472
O -0.21253 -1.75175 -0.65034 0.251 0.072 0.203
C -1.48455 -1.15740 -0.49001 -0.990 -0.060 -0.880
C -2.36872 -1.44891 -1.74749 0.655 -0.439 0.045
O -1.78302 -2.44062 -2.57610 -0.166 0.098 0.081
C 2.55164 1.79922 1.22962 -0.531 0.862 -0.188
N 1.33338 2.45296 1.07262 -0.992 -0.008 1.392
S -0.09448 1.54877 1.64277 -0.012 -0.444 -0.463
C 1.44281 3.60076 2.04453 0.778 -0.584 1.563
Cl 0.16648 4.78007 2.05029 0.085 0.080 -0.625
C 2.90456 4.01142 1.95598 -1.057 0.913 -1.475
C 3.09232 4.96402 0.74374 0.148 -0.016 0.062
C 2.96211 6.44677 1.12043 -0.047 -0.247 -0.444
C 2.48340 7.23625 -0.10140 -0.624 -0.088 0.005
N 1.13363 6.86487 -0.53665 0.075 -0.378 0.190
N 3.44666 2.63922 1.80256 1.744 0.656 -1.177
C 4.82475 2.72168 1.29151 -0.615 -0.693 1.237
C 5.05328 2.55706 -0.05791 0.188 0.113 -0.688
C 6.34737 2.68472 -0.54029 0.155 0.223 0.844
C 7.32496 2.98135 0.40436 -0.189 -0.104 -0.551
C 6.96881 3.09395 1.73041 0.322 0.430 0.887
N 5.72986 2.97039 2.23016 0.136 0.035 -1.382
H 9.15893 0.89574 2.20644 0.184 0.088 0.054
H 8.90805 0.22145 0.59946 0.080 -0.112 -0.135
H 10.09834 -0.51631 1.73793 0.017 -0.203 -0.136
H 6.78819 0.59279 1.69846 0.030 0.087 0.094
H 7.19379 0.51707 3.43420 0.299 0.143 -0.056
H 5.82374 -1.49501 3.69715 0.048 0.076 0.158
H 5.77913 -1.67769 1.95622 0.007 -0.262 0.094
H 3.69832 -0.60459 3.18059 -0.196 0.252 0.201
H 4.67435 0.89935 3.01495 -0.207 -0.016 0.270
H 3.98517 -1.14326 0.89719 -0.331 -0.083 -0.197
H 4.91332 0.28044 0.53959 -0.146 0.128 -0.108
H 1.20033 0.33590 -0.42243 -0.163 -0.126 -0.118
H 2.45603 -0.94539 -0.50921 0.106 0.213 -0.341
H 1.06736 -2.97505 0.33455 0.091 0.026 -0.466
H -0.29639 -2.40777 1.28076 -0.022 0.157 0.174
H -1.41331 -0.07472 -0.40663 0.206 0.132 0.294
H -2.01700 -1.55370 0.37434 0.311 -0.053 0.296
H -2.52434 -0.53267 -2.29549 0.016 0.129 -0.215
H -3.34640 -1.79899 -1.42694 -0.078 -0.021 0.077
H -1.57192 -2.01783 -3.40901 0.067 -0.129 -0.142
H -1.04063 2.33023 1.09403 0.324 0.175 -0.149
H 1.36982 3.12898 3.02505 -0.262 -0.009 0.107
H 3.27496 4.51893 2.83899 0.049 -0.441 0.370
H 4.05281 4.86978 0.23957 0.103 -0.281 0.179
H 2.33585 4.72184 -0.00227 -0.146 -0.037 -0.054
H 3.94834 6.83185 1.37744 0.031 0.031 0.316
H 2.29096 6.57752 1.96549 -0.078 0.169 0.043
H 3.16041 7.01644 -0.92538 0.277 0.276 -0.023
H 2.48754 8.30070 0.11828 0.407 0.139 -0.023
H 1.10109 6.58986 -1.50452 -0.058 0.120 -0.081
H 0.45700 7.59404 -0.37999 -0.028 0.040 -0.020
H 4.23145 2.36981 -0.73410 -0.100 -0.041 -0.005
H 6.61005 2.58452 -1.58046 -0.176 -0.045 -0.162
H 8.35227 3.12612 0.11107 0.119 -0.033 0.030
H 7.75133 3.29878 2.45198 -0.082 0.033 0.110
Cl -4.99499 -0.60106 -4.31818 0.045 -0.023 0.013
C -6.16506 -0.34263 -2.99298 -0.042 -0.008 0.036
C -5.92366 0.95840 -2.27461 0.027 0.016 -0.053
Cl -4.38685 0.92659 -1.35581 -0.129 0.346 0.131
H -6.09832 -1.19110 -2.31633 0.041 -0.001 -0.010
H -7.15633 -0.33951 -3.43997 -0.002 0.026 -0.025
H -6.71416 1.14241 -1.55846 0.038 -0.053 0.136
H -5.88215 1.79759 -2.96460 0.107 -0.023 -0.014
Cl -9.13905 1.12693 -2.14983 -0.281 0.031 -0.142
C -10.28462 1.39223 -0.80535 -0.254 -0.075 0.238
C -10.03370 2.69705 -0.10326 0.063 0.097 -0.042
Cl -8.48907 2.69843 0.80049 0.013 -0.032 -0.069
H -10.20491 0.53272 -0.14308 0.100 0.210 -0.053
H -11.28517 1.40155 -1.23741 0.017 0.094 -0.043
H -10.82807 2.88065 0.61900 -0.005 -0.044 -0.006
H -10.02016 3.51347 -0.82298 0.283 -0.148 0.428
Cl 12.10154 -3.49347 2.46425 -0.115 0.118 -0.063
C 10.78031 -3.90882 1.34053 -0.038 -0.016 -0.133
C 9.44196 -3.94112 2.03071 -0.086 0.040 0.001
Cl 9.30675 -5.30190 3.17386 0.020 0.002 0.015
H 11.01686 -4.86523 0.88121 0.034 -0.027 0.077
H 10.77521 -3.14582 0.56332 -0.022 0.032 0.032
H 8.65239 -4.06852 1.29171 0.034 -0.020 -0.034
H 9.25308 -3.02173 2.57755 0.008 -0.020 0.036
Cl -9.04150 -2.81927 -3.19868 0.029 -0.019 0.013
C -10.71710 -3.11937 -2.66506 -0.078 -0.050 -0.045
C -11.25111 -1.99944 -1.81127 -0.132 0.084 -0.070
Cl -10.43083 -1.91384 -0.22758 0.015 -0.257 0.025
H -10.73389 -4.06765 -2.13424 0.073 0.019 0.036
H -11.32435 -3.21361 -3.56362 0.004 0.072 -0.012
H -12.30954 -2.15898 -1.61246 0.015 -0.057 0.018
H -11.13360 -1.03613 -2.30312 0.081 -0.012 0.006
Cl 16.22302 -4.37017 4.18469 0.023 0.002 -0.016
C 14.94926 -5.35251 3.41329 -0.068 0.038 -0.004
C 14.74790 -6.67348 4.10759 -0.152 -0.056 0.038
Cl 16.13927 -7.76556 3.89983 0.185 0.066 -0.074
H 15.21897 -5.48836 2.36879 0.066 -0.013 0.020
H 14.02907 -4.77313 3.46005 0.117 -0.129 0.073
H 13.88207 -7.18194 3.68572 0.016 0.007 -0.034
H 14.58295 -6.54343 5.17407 0.074 0.002 0.011
Cl -13.98155 3.44256 -0.21097 0.076 -0.029 -0.011
C -13.47832 5.06301 -0.75826 -0.007 0.097 0.056
C -13.04009 5.08343 -2.20037 -0.194 0.079 -0.071
Cl -11.52578 4.17828 -2.45459 -0.220 0.166 -0.324
H -12.68645 5.40013 -0.09355 0.032 -0.024 -0.033
H -14.33546 5.72253 -0.63519 -0.033 -0.031 -0.028
H -12.85705 6.11151 -2.50805 0.065 -0.004 0.029
H -13.78997 4.65451 -2.86082 0.029 -0.097 0.031
Cl 14.66831 -12.58542 7.44155 -0.025 -0.002 0.003
C 15.03174 -12.43878 5.70310 0.029 -0.070 -0.050
C 15.36758 -11.02411 5.30825 0.148 0.027 -0.103
Cl 13.95732 -9.94240 5.41742 -0.178 -0.053 0.100
H 14.17462 -12.81299 5.14920 -0.044 0.039 0.042
H 15.88405 -13.08542 5.50127 0.033 0.040 0.016
H 15.70393 -11.00053 4.27283 -0.040 -0.015 -0.010
H 16.15427 -10.61042 5.93384 -0.055 0.020 0.055
Cl -11.11732 0.91754 -7.08675 0.042 -0.009 -0.047
C -10.66223 2.63873 -7.03840 0.043 0.054 -0.035
C -11.15578 3.32183 -5.78869 0.116 0.055 0.023
Cl -12.93217 3.48214 -5.75386 -0.022 -0.014 -0.011
H -11.04962 3.11379 -7.93617 -0.073 -0.034 0.016
H -9.57453 2.67994 -7.06785 0.003 -0.002 0.055
H -10.74770 4.33011 -5.73727 -0.012 0.003 -0.032
H -10.85365 2.78192 -4.89554 -0.061 -0.065 -0.005
Cl -13.84830 -0.29577 -5.50581 -0.016 -0.013 0.053
C -15.51670 -0.53787 -4.93172 -0.043 -0.103 -0.044
C -16.07648 0.69814 -4.27653 -0.120 0.008 -0.050
Cl -15.26213 1.07395 -2.73671 0.053 0.052 0.023
H -15.51621 -1.38531 -4.25074 0.013 0.039 0.049
H -16.12119 -0.79393 -5.80039 0.006 0.048 -0.018
H -17.13106 0.54645 -4.05210 0.015 -0.042 0.035
H -15.98257 1.56859 -4.92101 0.091 -0.012 -0.002
```
Positions in Å, forces in eV/Å.

Here are the Mulliken charges for atoms 1 to 8, given in e: -0.74 -0.33 0.41 -1.38 -0.02 -1.24 0.52 -1.45

---

[2]
This record from the Open Molecules 2025 dataset describes the molecule C7H6N2O3 in a non-equilibrium geometry. The level of theory is the ωB97M-V functional and the def2-TZVPD basis.

Calculated values
- Molar mass: 166.14 g mol⁻¹
- SMILES: O=[N+]([O-])[C@H]1ON1c1ccccc1
- HOMO: -9.5 eV
- Energy: -605.34953 hartree
- F_max: 3.7 eV/Å
- Spin multiplicity: 1
- Charge: 0
- LUMO level: -0.426 eV
- Orbital gap: 0.3350 Ha
- Energy relative to the best compared isomer or geometry (same formula, charge and spin): 643.02 kJ/mol

```
18
Properties=species:S:1:pos:R:3:forces:R:3
C 0.11336 2.56656 1.11196 -0.333 2.961 -0.510
C -0.05591 1.57921 2.02610 0.361 -0.769 1.876
C 0.36741 2.20940 -0.18365 0.325 -0.052 -2.527
C 0.07675 0.23553 1.71387 -0.958 -0.685 -0.211
C 0.42851 0.86333 -0.55840 0.783 1.033 -1.799
C 0.28198 -0.12156 0.38756 -0.284 1.325 0.370
C -0.51816 -1.87033 -0.99001 -0.687 0.205 1.001
N 0.24994 -1.46865 0.06313 3.662 -0.362 0.427
N 0.02191 -2.91153 -1.94218 -0.296 -1.020 0.427
O -0.07413 -2.52481 -3.08784 0.261 -0.184 -0.022
O 0.46924 -3.98798 -1.56136 -0.680 1.804 -0.157
O -0.96618 -2.06755 0.34159 -1.648 -2.177 -0.367
H -0.03625 3.67105 1.38677 0.394 -1.884 -0.337
H -0.19894 1.89495 3.04995 -0.298 -0.278 0.155
H 0.49566 2.88723 -1.08065 -0.209 -0.290 1.646
H -0.21238 -0.60581 2.36645 0.511 0.813 0.120
H 0.65095 0.72332 -1.66291 -0.427 -0.481 1.578
H -1.09376 -1.07237 -1.38038 -0.476 0.043 -1.669
```
Positions in Å, forces in eV/Å.

Here are the Mulliken charges for atoms 1 to 8, given in e: -0.46 -0.36 -0.30 -0.49 -0.13 0.43 -0.18 -0.34

---

[3]
This record from the Open Molecules 2025 dataset describes the molecule C4H7NO2 in a non-equilibrium geometry. The level of theory is the ωB97M-V functional and the def2-TZVPD basis.

Calculated values
- Molar mass: 101.10 g mol⁻¹
- SMILES: C[C@H](O)OCC#N
- HOMO: -11.1 eV
- Energy: -361.82608 hartree
- F_max: 1.1 eV/Å
- Spin multiplicity: 1
- Charge: 0
- LUMO level: 0.831 eV
- Orbital gap: 0.4366 Ha
- Energy relative to the best compared isomer or geometry (same formula, charge and spin): 143.81 kJ/mol

```
14
Properties=species:S:1:pos:R:3:forces:R:3
C 1.10163 -1.41266 -0.93399 0.025 -0.044 -0.005
C 0.69601 -0.32770 0.04374 0.290 -0.112 -0.120
O -0.12697 0.57000 -0.68243 -0.058 -0.003 -0.018
C -0.65644 1.61855 0.08518 -0.049 0.186 0.050
C -1.83457 1.20467 0.88266 -0.819 -0.222 0.560
N -2.77030 0.89225 1.48620 0.895 0.337 -0.636
O 0.04817 -0.82105 1.17796 -0.209 -0.146 -0.136
H 1.63852 -2.20102 -0.40008 -0.054 0.128 -0.076
H 1.74474 -1.01342 -1.72378 -0.136 -0.026 0.125
H 0.20413 -1.83787 -1.39854 0.141 0.051 0.083
H 1.56887 0.21447 0.43440 -0.112 -0.038 -0.038
H -0.98415 2.39092 -0.61698 0.059 -0.093 0.131
H 0.09374 2.05529 0.76102 -0.136 -0.101 -0.081
H -0.72339 -1.33243 0.88463 0.164 0.082 0.164
```
Positions in Å, forces in eV/Å.

Here are the Mulliken charges for atoms 1 to 8, given in e: -1.30 0.24 -0.36 -0.24 0.28 -0.42 -0.52 0.35